{
  "formula": "C37H56FN6PPdSi",
  "method": "the ωB97M-V functional and the def2-TZVPD basis",
  "symbols": ["Pd", "C", "Si", "C", "C", "N", "C", "C", "C", "C", "C", "C", "F", "H", "H", "H", "H", "H", "H", "H", "H", "H", "H", "H", "H", "H", "C", "C", "C", "P", "C", "C", "C", "C", "C", "C", "C", "C", "C", "C", "N", "C", "C", "C", "C", "C", "C", "C", "C", "C", "H", "H", "H", "H", "H", "H", "H", "H", "H", "H", "H", "H", "H", "H", "H", "H", "H", "H", "H", "H", "H", "H", "H", "H", "H", "H", "H", "H", "H", "H", "H", "C", "N", "C", "N", "C", "N", "C", "N", "C", "C", "H", "H", "H", "H", "H", "H", "H", "H", "H", "H", "H", "H"],
  "positions_angstrom": [[0.04310, 0.28888, -0.36518], [-1.98988, 2.36225, -2.49879], [-2.70781, 1.29540, -1.11490], [-2.41896, 2.33931, 0.44554], [-4.57506, 1.35509, -1.35310], [-1.94318, -0.23412, -1.09623], [-2.42564, -1.51204, -1.24605], [-3.79466, -1.79081, -1.49349], [-4.30314, -3.07505, -1.61984], [-3.48006, -4.18507, -1.52514], [-2.12503, -3.97226, -1.30669], [-1.64263, -2.69101, -1.17971], [-0.30027, -2.58822, -0.97105], [-2.42205, 3.37120, -2.45279], [-2.20553, 1.95319, -3.49301], [-0.90288, 2.45992, -2.39265], [-2.38156, 3.40103, 0.16595], [-1.48557, 2.09074, 0.94908], [-3.23500, 2.22407, 1.16642], [-4.91220, 2.39449, -1.25730], [-5.10345, 0.76286, -0.59696], [-4.87618, 0.99483, -2.34279], [-4.46472, -0.94750, -1.58437], [-5.36436, -3.20891, -1.80531], [-3.87450, -5.18960, -1.62625], [-1.43055, -4.80048, -1.22261], [3.72613, 0.12460, 0.93506], [3.34048, 1.60556, 0.83710], [4.06117, 2.41588, 1.91174], [1.48106, 1.71579, 0.77298], [1.07738, 3.50341, 0.39081], [0.87249, 4.48927, 1.54186], [2.07518, 4.06474, -0.62748], [0.96957, 1.35846, 2.50834], [1.31704, 2.12821, 3.60587], [0.98498, 1.77635, 4.91851], [1.35208, 2.66338, 6.07262], [0.29578, 0.57541, 5.13408], [-0.06777, -0.22139, 4.08071], [0.21754, 0.16011, 2.73703], [-0.23638, -0.55890, 1.69981], [-0.80025, -1.85146, 1.89961], [-2.17794, -2.03076, 2.01376], [-3.12651, -0.86447, 2.06098], [-2.68229, -3.32652, 2.09338], [-1.86189, -4.43913, 2.07299], [-2.42856, -5.83437, 2.11491], [-0.48768, -4.23049, 1.98747], [0.05719, -2.96101, 1.89888], [1.54223, -2.76356, 1.74549], [4.80964, 0.00177, 0.86351], [3.25752, -0.45370, 0.13921], [3.40297, -0.29464, 1.89218], [3.65269, 1.97189, -0.14255], [3.81486, 2.04921, 2.90875], [3.82762, 3.48245, 1.86277], [5.14166, 2.30652, 1.78132], [0.11688, 3.39823, -0.11477], [1.81150, 4.70808, 2.05978], [0.14262, 4.13040, 2.26803], [0.50161, 5.43330, 1.13409], [3.04356, 4.26699, -0.16346], [1.69422, 5.00944, -1.02221], [2.23237, 3.39167, -1.47252], [1.87988, 3.03901, 3.45837], [1.97495, 3.49650, 5.74976], [1.89078, 2.10807, 6.84151], [0.45311, 3.07532, 6.53703], [0.03952, 0.27697, 6.14560], [-0.61167, -1.14452, 4.24600], [-2.59336, 0.07935, 2.02631], [-3.72310, -0.89238, 2.97686], [-3.81401, -0.90104, 1.21093], [-3.76078, -3.45673, 2.15606], [-3.51731, -5.81560, 2.06135], [-2.14036, -6.35148, 3.03373], [-2.05952, -6.42514, 1.27327], [0.18181, -5.08713, 1.96794], [2.03649, -3.70659, 1.51251], [1.99156, -2.35938, 2.65898], [1.73961, -2.05776, 0.93906], [0.08493, -0.35759, -3.60484], [0.55935, -0.40877, -4.99240], [1.22370, 0.85903, -5.30110], [2.36138, 1.12084, -4.40670], [1.86029, 1.13754, -3.03236], [1.19506, -0.11868, -2.65228], [2.17405, -1.20829, -2.82137], [2.68481, -1.28467, -4.19217], [1.54562, -1.48864, -5.09788], [3.30368, 0.00117, -4.52876], [-0.38964, -1.30411, -3.35688], [-0.64947, 0.43392, -3.49606], [0.50107, 1.67086, -5.19868], [1.58294, 0.83640, -6.33151], [1.15238, 1.95930, -2.91884], [2.70382, 1.29536, -2.35516], [1.69829, -2.15046, -2.55815], [3.01291, -1.03295, -2.14268], [1.06020, -2.43465, -4.85226], [1.91578, -1.53847, -6.12370], [3.67258, -0.03947, -5.55465], [4.14967, 0.17597, -3.86024]],
  "relative_energy_ev": 0.3217,
  "e_homo_ev": [-6.4, -6.4],
  "charge": 0,
  "gap_ha": [0.25394, 0.17036],
  "fmax_ha_per_bohr": 0.0106,
  "e_lumo_ev": [0.5, -1.8],
  "multiplicity": 3
}